ORCA calculation (wB97M-V/def2-TZVPD) on C28H58BBeCl5F4IKN2O9PV as an isolated structure at a distorted geometry.

Geometry as XYZ:
```
112
Properties=species:S:1:pos:R:3:forces:R:3:mulliken_charge:R:1
C 6.09350 -0.93673 0.73828 -0.502 0.495 -0.571 -0.8975
C 4.87527 -0.67167 -0.33807 -0.219 -0.240 0.526 -0.1178
C 3.60447 0.12343 0.37349 -0.003 0.000 0.030 -0.4485
C 3.03806 1.37425 -0.52715 -0.370 -0.200 -0.018 0.4297
C 1.58511 1.00236 -1.25255 1.308 -0.147 0.598 -0.1204
C 0.42071 0.96236 -0.08537 -0.907 -0.436 -0.741 -0.1625
C -0.95424 0.15139 -0.58647 1.882 -1.538 -2.751 -0.2421
C -1.88891 1.13470 -1.49593 1.077 0.836 -0.398 -0.9336
C -3.22672 1.74882 -0.81281 3.000 2.581 -1.590 -0.5481
P -4.54108 0.59442 -0.09033 -0.824 1.306 -0.465 0.0299
I -4.12434 -1.22916 -1.74963 1.123 -1.928 -0.880 -0.0987
C -5.95202 1.21097 -1.21285 -4.118 2.057 -2.759 -0.7584
C -7.45310 1.26923 -0.61146 -1.200 0.177 -0.277 -0.8343
C -8.11077 -0.10448 -0.03657 -1.040 0.254 0.484 0.3831
C -7.98627 -0.14239 1.63113 -1.141 -0.560 -0.252 -0.9790
C -7.63999 -1.49143 -0.76265 0.125 -0.399 1.211 -0.9209
B -4.91530 1.89852 1.30403 -1.025 1.625 4.373 0.7182
N -5.08966 3.38602 1.06101 0.305 -0.844 1.174 -0.5371
O -5.09773 1.44393 2.72842 1.845 -0.111 -3.202 -0.5938
H 7.09764 -1.11166 0.15444 -1.924 0.159 1.239 0.2605
H 5.82645 -1.88066 1.37974 0.527 1.740 -1.127 0.1534
H 6.26824 -0.02555 1.48179 -0.402 -1.909 -1.584 0.2845
H 4.46396 -1.72392 -0.70472 1.066 2.339 0.543 0.1556
H 5.32598 -0.07715 -1.25682 -1.125 -1.157 1.874 0.1509
H 2.72258 -0.64733 0.55384 1.845 1.611 -0.365 0.2254
H 3.93845 0.52747 1.43706 -0.593 -0.846 -2.187 0.2774
H 2.90912 2.30959 0.17703 0.027 -2.014 -1.513 -0.8241
H 3.86816 1.64543 -1.31342 -1.676 -0.425 1.381 0.5133
H 1.76191 -0.03070 -1.79196 -0.650 1.888 1.190 -0.1570
H 1.40068 1.79544 -2.09272 0.045 -1.382 1.672 0.2712
H 0.77342 0.40387 0.89764 -0.490 1.485 -2.089 0.2873
H 0.09251 2.08080 0.12948 0.832 -2.346 -0.061 -0.2756
H -1.47945 -0.42366 0.27648 1.214 0.911 -2.410 0.4591
H -0.53397 -0.68528 -1.32828 -0.755 1.642 1.062 0.1932
H -1.19056 2.09591 -1.66871 -1.557 -1.770 0.344 0.2757
H -2.02560 0.74246 -2.61746 -0.119 0.664 2.680 0.2706
H -3.63217 2.56386 -1.58670 0.438 -2.010 1.644 0.2136
H -2.83798 2.41536 0.10208 -0.890 -1.756 -1.647 0.1139
H -5.42808 -0.35615 0.56435 0.134 -0.288 -0.392 -0.0313
H -3.50792 0.08193 0.81929 1.846 0.190 0.863 0.4035
H -5.76542 2.28212 -1.70727 0.139 -2.270 1.643 0.2716
H -5.98469 0.46749 -2.14734 0.371 1.290 2.362 0.5447
H -8.15258 1.58829 -1.52948 1.732 -0.752 1.640 0.3294
H -7.65951 2.12899 0.19052 0.842 -1.773 -1.652 0.1545
H -9.28684 -0.01940 -0.22921 2.707 0.000 0.146 0.5054
H -9.04475 -0.49221 2.04972 2.258 0.675 -0.828 0.3271
H -7.21552 -0.94386 2.01159 -1.253 1.835 -0.700 0.2154
H -7.81641 0.93688 2.06783 -0.033 -2.274 -0.810 0.1587
H -8.56058 -2.23764 -0.69582 2.013 1.582 -0.507 0.1963
H -7.21600 -1.37349 -1.84929 -1.305 -0.189 2.150 0.1100
H -6.78310 -1.97585 -0.10275 -1.609 0.933 -1.384 0.2923
H -4.46148 3.87370 1.76745 -1.316 -0.670 -1.022 0.2052
H -6.07125 3.71197 1.19842 1.162 -0.334 -0.077 0.2526
H -4.50252 0.66262 2.92448 -1.136 1.068 -0.390 0.3193
Be 7.91316 -2.50712 1.95957 0.782 1.701 -0.175 0.0756
C 7.11286 -9.27468 3.81782 0.277 0.446 -0.616 -1.3019
C 8.44487 -8.88686 3.20032 0.287 -0.212 0.132 -0.3552
O 8.30692 -7.72562 2.36539 -0.175 1.285 0.447 -0.2795
C 8.18760 -6.52816 3.01970 0.344 -1.601 2.714 0.2693
O 8.19217 -6.41347 4.24441 -0.147 -0.024 -3.073 -0.5283
C 8.08151 -5.37197 2.02842 0.280 0.916 -2.938 0.8785
F 7.15438 -5.59780 1.05380 0.795 -0.265 1.311 -0.2236
F 9.26085 -5.13753 1.38543 -0.991 -0.807 1.045 -0.2010
F 7.72980 -4.19497 2.61892 -0.264 -2.015 1.101 -0.3028
H 6.35754 -9.41925 3.03880 0.087 -0.132 0.002 0.4229
H 7.20772 -10.19494 4.39856 1.247 0.174 -1.390 0.5073
H 6.73524 -8.48905 4.48081 0.408 0.267 -0.275 0.3134
H 8.79653 -9.70142 2.55714 -0.110 0.411 -0.085 0.3453
H 9.21626 -8.72406 3.96269 -0.255 0.166 -0.122 0.3396
C 1.22502 5.50379 -0.60298 -1.035 -0.291 1.892 -0.9583
C 2.64978 5.07490 -0.99600 -3.654 1.052 -7.144 0.9975
O 2.53550 4.26108 -2.03296 1.488 1.556 2.865 -0.3044
H 0.60399 4.64681 -0.31327 0.154 0.144 -0.152 0.1368
H 1.26603 6.18290 0.25668 0.094 -0.098 -0.044 0.3507
H 0.71805 6.03720 -1.41704 0.579 -0.297 -0.084 0.3442
H 3.09882 4.68381 -0.06962 2.765 -2.505 3.597 -0.6642
H 3.20810 6.01511 -1.12642 1.198 -0.546 -0.149 0.3711
K 5.81316 -10.13177 5.76944 -2.013 -0.576 2.268 1.0137
C 3.15430 9.68280 4.62000 0.098 0.391 0.282 -0.6183
O 2.84505 8.59381 3.75235 0.136 -0.928 0.218 -0.3002
C 3.11641 7.37054 4.27318 0.180 -0.274 0.386 0.7166
O 3.58400 7.14973 5.37939 -0.682 0.376 -1.603 -0.5469
O 2.77725 6.43558 3.35009 0.199 1.042 0.613 -0.1986
C 3.00987 5.09071 3.76426 0.039 -0.668 0.170 -0.5439
H 2.89769 10.61099 4.10208 -0.039 -0.361 -0.132 0.2203
H 2.56065 9.62544 5.53803 0.237 -0.084 -0.098 0.2852
H 4.22452 9.70136 4.84991 -0.229 -0.107 0.094 0.2840
H 2.41054 4.84981 4.64811 0.215 0.135 -0.057 0.3260
H 4.07433 4.92568 3.95988 -0.241 0.071 0.063 0.3193
H 2.70332 4.42850 2.94986 0.042 0.386 0.052 0.0684
Cl 4.61316 3.85208 0.78560 -1.177 1.254 -0.542 -0.2864
O -9.88388 -0.64727 -3.04877 -0.909 -1.743 -0.385 -1.0419
V -10.68682 -2.15449 -3.46055 -0.119 -0.310 -0.096 1.2951
O -11.48982 -3.66179 -3.87235 1.079 2.137 0.601 -1.0131
C 4.36580 0.25497 -5.22952 0.136 0.139 0.017 -0.8953
C 4.50114 -1.19683 -5.66900 0.235 0.315 -0.055 -0.4087
C 3.27129 -2.03980 -5.32848 0.140 -0.199 -0.221 -0.4442
C 3.05080 -2.14175 -3.87940 -0.335 -0.043 1.109 0.3006
N 2.87814 -2.20598 -2.73464 0.277 -0.020 -1.416 -0.4669
H 4.26156 0.33848 -4.14415 -0.057 -0.011 -0.076 0.1027
H 5.25773 0.82075 -5.52087 -0.176 -0.049 0.052 0.3376
H 3.49660 0.72735 -5.69765 0.075 -0.025 0.080 0.3235
H 5.39580 -1.63181 -5.20950 -0.154 -0.051 -0.058 0.2882
H 4.65389 -1.22175 -6.75470 -0.072 -0.140 0.156 0.3036
H 3.40620 -3.04640 -5.74136 -0.139 0.077 0.201 0.2885
H 2.38327 -1.61524 -5.81060 0.049 -0.044 0.231 0.2776
C -14.98985 -5.55721 -4.13014 0.437 0.146 -0.024 0.3358
Cl -15.38530 -4.24288 -2.99396 0.071 -0.339 -0.283 -0.1002
Cl -16.42928 -6.57607 -4.38396 0.162 0.141 0.044 -0.1197
Cl -14.47283 -4.86113 -5.68665 -0.172 -0.212 0.475 -0.0737
Cl -13.67182 -6.54866 -3.45586 -0.420 0.307 -0.204 -0.0714
F -1.62928 0.74929 1.34393 -2.710 1.164 3.099 -0.6623
```
Positions in Å, forces in eV/Å.

Computed properties:
HOMO level in eV: -5.0
2S+1: 1
Largest force on an atom in hartree/bohr: 0.1574
Total charge: 0

***

ORCA calculation (wB97M-V/def2-TZVPD) on C28H58KN4O11 as an isolated structure at a distorted geometry.

Geometry as XYZ:
```
102
Properties=species:S:1:pos:R:3:forces:R:3:mulliken_charge:R:1
K -0.02383 -0.21275 -0.90923 0.799 -0.477 0.338 0.7388
C 5.06666 0.10166 0.92098 -1.952 -0.680 -0.526 -1.1690
C 3.78268 -0.35953 0.58041 0.437 1.651 0.218 0.6714
C 3.62869 -1.39046 -0.50789 0.436 -0.495 0.885 0.0945
O 2.45971 -1.70438 -0.69137 -3.762 -0.765 -1.039 -0.2504
C 4.64855 -2.01385 -1.15736 0.472 0.913 0.479 -0.5413
C 5.96436 -1.68623 -0.83016 -1.008 1.919 1.566 0.1561
C 6.21257 -0.43950 0.26691 0.158 -0.760 -0.973 0.3232
O 7.35707 -0.01677 0.38221 -0.158 -0.104 -0.003 -0.7185
O 6.90642 -2.21965 -1.32352 2.938 -1.022 -0.853 -0.6892
O 2.65349 0.14531 0.97427 1.482 -0.067 0.170 -0.5949
H 5.05183 1.01029 1.49064 0.616 0.268 0.548 0.4221
H 4.43463 -2.77445 -1.86748 -0.071 -0.575 -0.517 0.5291
C -7.30595 1.38986 2.51710 0.216 0.209 -0.853 -1.3226
C -6.93924 0.23950 3.42835 0.201 0.457 -0.008 0.2378
C -5.56224 -0.28017 3.04961 0.459 -0.389 0.556 -0.6812
O -4.60320 0.74071 3.23810 -0.298 -0.168 -0.142 -0.3163
C -3.28369 0.29536 3.41755 0.354 -0.572 0.302 -0.5669
N -7.09456 0.71561 4.84022 0.443 -1.374 -0.127 -0.7536
H -8.37249 1.53474 2.55728 -0.328 0.578 0.217 0.3460
H -7.06302 1.24160 1.45451 -0.011 -0.528 0.236 0.3201
H -6.72123 2.27891 2.75208 -0.340 0.143 0.404 0.3007
H -7.64309 -0.58271 3.24357 0.053 0.109 0.285 0.3699
H -5.53034 -0.69392 2.03686 -0.176 0.366 -0.364 0.3152
H -5.31703 -1.14949 3.65850 0.160 -0.127 0.539 0.4305
H -3.16552 -0.43742 4.22749 -0.367 0.107 0.141 0.4257
H -2.69564 1.15189 3.67639 0.344 0.506 0.121 0.1766
H -2.81126 -0.18258 2.55850 -0.268 0.062 -0.529 0.1508
H -6.92086 -0.08758 5.46811 -0.302 0.477 -0.415 0.2799
H -6.33586 1.35050 5.08064 -0.046 0.110 -0.401 0.3084
C 0.85977 -5.31215 -3.34643 -0.778 0.166 -0.128 -0.8717
O 0.40274 -3.99647 -3.59378 0.600 -0.145 0.856 -0.4276
C 1.42848 -3.04746 -3.29265 0.436 0.425 -1.545 -0.1261
C 1.00680 -1.75698 -3.94454 -1.183 -0.045 1.156 -0.5622
N -0.39604 -1.46287 -3.52360 0.938 0.651 -0.424 -0.0289
C -0.92514 -0.27344 -4.18012 0.900 -0.773 -0.629 -0.7605
C -2.29528 0.02345 -3.75043 -1.408 0.630 1.676 -0.5925
O -2.32813 0.34314 -2.32485 0.225 0.449 -0.441 0.0729
C -3.63019 0.42250 -1.78920 -0.192 -0.071 -0.210 -1.1501
H 1.13619 -5.54222 -2.33448 0.414 0.594 0.931 0.3053
H 1.73737 -5.49474 -3.96083 -0.102 -0.543 -0.380 0.3317
H -0.00951 -5.95706 -3.47162 0.233 -0.250 -0.816 0.2993
H 2.34371 -3.29646 -3.84278 0.170 -0.506 0.120 0.4758
H 1.72437 -2.90004 -2.27699 -0.384 -0.276 1.109 0.1201
H 1.12633 -1.93466 -5.00113 -0.307 0.394 -0.822 0.4624
H 1.64632 -0.93024 -3.62669 0.058 -0.080 -0.016 0.0801
H -0.96582 -2.27070 -3.72998 -0.033 -0.160 -0.035 0.2220
H -0.98868 -0.40435 -5.29674 0.339 0.352 0.607 0.3679
H -0.27872 0.57646 -3.92269 0.010 -0.098 -0.315 0.2098
H -2.97143 -0.82403 -3.92760 -0.003 0.017 -0.033 0.4079
H -2.66241 0.90012 -4.27850 -0.249 0.080 -0.261 0.3897
H -4.10018 -0.48866 -2.05921 -0.836 -1.259 0.212 0.5133
H -4.31737 1.16620 -2.18390 0.412 0.763 -0.563 0.3302
H -3.66744 0.56757 -0.70816 0.660 -0.209 -0.038 0.2316
C -2.48823 -2.80898 -0.54140 0.456 -0.137 -1.367 -0.7713
O -1.16346 -2.57753 -0.09231 -1.374 -0.137 0.065 0.3392
C -1.06527 -3.14320 1.18675 0.814 -0.117 1.611 -0.7752
C 0.31619 -2.82759 1.76213 -0.478 -1.006 -0.270 -0.6901
N 0.52444 -1.43553 1.97293 0.653 0.715 -0.519 0.9633
C 0.34611 -0.98624 3.32399 -0.199 1.236 0.184 -1.1409
C 0.44768 0.55595 3.37034 -0.024 -0.590 0.020 0.2292
O 0.17005 1.05827 4.68138 0.019 0.221 -0.177 -0.4965
C -0.10031 2.44660 4.62125 0.935 -0.163 -0.169 -0.6231
H -2.62114 -3.85327 -0.77243 -0.042 -0.767 0.097 0.3664
H -2.69173 -2.31443 -1.49768 0.381 0.364 0.285 -0.0024
H -3.24297 -2.54279 0.17421 -0.331 0.442 0.593 0.2526
H -1.24912 -4.21934 1.23917 0.292 -0.423 -0.785 0.3784
H -1.84310 -2.80878 1.87795 -0.279 0.827 -0.079 0.3492
H 0.99628 -3.15008 0.99372 0.595 -0.172 -0.341 0.1985
H 0.50009 -3.48343 2.64349 -0.121 0.375 -0.168 0.3732
H 1.45374 -1.13935 1.60285 -0.676 0.036 0.091 -0.6081
H 1.14215 -1.33758 3.97973 -0.010 -0.403 0.416 0.2651
H -0.62982 -1.31074 3.68856 -0.044 -0.073 0.218 0.3964
H -0.28216 1.04948 2.71532 0.216 -0.356 -0.441 0.0012
H 1.48071 0.75346 3.04246 -0.286 0.530 0.030 0.4205
H -0.87618 2.67909 3.90600 -0.443 -0.025 -0.434 0.1733
H 0.78601 3.04619 4.32860 -0.186 -0.341 0.127 0.2702
H -0.43451 2.77822 5.58384 -0.093 0.063 0.652 0.2759
C -0.96648 3.23678 -0.99436 -0.281 -0.209 0.082 -0.9088
O -0.23927 2.31594 -0.20452 0.348 1.063 -0.463 0.1462
C 1.01338 2.92366 0.14430 -0.704 -0.733 2.309 -1.0938
C 2.03645 3.11258 -0.89238 1.178 -0.086 -0.644 -0.0623
N 2.36460 1.85033 -1.52997 -0.051 0.662 -1.685 0.4722
C 3.57493 1.81382 -2.39576 -0.224 -0.387 0.226 -0.6259
C 4.82944 2.33356 -1.72171 1.182 0.486 -0.400 -0.4462
O 4.98200 3.72751 -2.09257 -1.143 -0.577 0.190 -0.4159
C 5.97688 4.36593 -1.36628 0.430 -0.200 -0.373 -0.8077
H -1.05690 4.18681 -0.47713 0.188 0.387 0.064 0.3466
H -1.96619 2.86930 -1.10982 -0.591 -0.440 -0.109 0.1261
H -0.55829 3.38592 -1.99463 0.279 -0.002 -0.003 0.2655
H 1.39263 2.34460 0.99094 0.262 -0.699 -0.516 0.0651
H 0.85234 3.85209 0.67793 -0.536 0.837 -0.286 0.5444
H 2.88979 3.50566 -0.29264 -0.170 0.213 -0.534 0.2331
H 1.73974 3.85698 -1.64895 0.240 -0.121 0.190 0.3912
H 2.47907 1.16295 -0.81712 0.223 -0.695 0.825 -0.9027
H 3.46962 2.32776 -3.37950 -0.303 -0.081 0.765 0.4954
H 3.71912 0.75320 -2.62647 0.046 0.058 0.040 0.1618
H 5.77381 1.82486 -2.04578 -0.784 0.009 0.074 0.6014
H 4.79537 2.18685 -0.62593 -0.147 0.259 -0.324 0.0675
H 6.92773 3.90421 -1.60582 0.635 0.068 -0.093 0.3392
H 5.85962 4.24248 -0.30271 -0.290 0.128 0.698 0.3161
H 5.98179 5.41636 -1.64635 0.041 0.078 0.061 0.2531
```
Positions in Å, forces in eV/Å.

Computed properties:
HOMO level in eV: -3.6
2S+1: 1
Largest force on an atom in hartree/bohr: 0.0773
Total charge: -1

***

What is the largest force on an atom in the first record?
0.1574 hartree/bohr

***

Among the records above, which one has the lowest HOMO level?
C28H58BBeCl5F4IKN2O9PV

***

The lowest HOMO level belongs to which entry?
C28H58BBeCl5F4IKN2O9PV